49
Properties=species:S:1:pos:R:3:forces:R:3:nbo_charge:R:1 method="wB97M-V/def2-TZVPD" homo_energy_ev=-8.52 smiles="CCCc1cc(=O)oc2cc(O[C@@H](C)C(=O)NCc3ccccn3)c(Cl)cc12" relative_energy_kj_mol=23.11
C 2.810 1.310 3.877 -0.16 -0.15 -0.09 -0.602
C 2.295 0.204 2.966 0.22 0.18 0.00 -0.386
C 3.349 -0.200 1.925 -0.25 -0.11 0.14 -0.439
C 2.825 -1.281 1.032 0.36 -0.52 0.15 0.089
C 3.157 -2.576 1.236 -0.05 0.54 0.02 -0.342
C 2.641 -3.665 0.431 0.18 -0.57 0.20 0.738
O 2.904 -4.831 0.584 -0.12 0.40 -0.11 -0.559
O 1.777 -3.326 -0.582 -0.05 -0.29 -0.13 -0.455
C 1.426 -2.045 -0.817 -0.22 0.98 -0.07 0.337
C 0.550 -1.809 -1.863 0.07 -0.01 0.07 -0.281
C 0.112 -0.527 -2.192 0.51 -0.20 0.45 0.328
O -0.742 -0.514 -3.236 -0.15 -0.13 -0.04 -0.498
C -1.296 0.657 -3.823 -0.27 0.53 -0.48 0.008
C -2.022 0.195 -5.085 0.23 0.02 0.28 -0.609
C -2.307 1.377 -2.915 0.08 -0.39 -0.26 0.670
O -2.641 2.524 -3.120 -0.01 0.27 -0.20 -0.635
N -2.829 0.595 -1.952 -0.12 -0.35 0.28 -0.620
C -3.552 1.142 -0.833 -0.20 0.15 -0.15 -0.264
C -2.823 0.850 0.455 0.01 0.16 0.15 0.221
C -3.039 1.605 1.603 0.08 -0.13 -0.02 -0.249
C -2.349 1.270 2.755 -0.01 -0.05 -0.08 -0.158
C -1.470 0.196 2.723 -0.04 0.05 -0.04 -0.272
C -1.323 -0.490 1.529 0.14 -0.08 0.33 0.051
N -1.978 -0.173 0.426 -0.22 -0.08 -0.30 -0.465
C 0.593 0.540 -1.412 -0.01 0.16 -0.14 -0.115
Cl 0.121 2.199 -1.651 0.21 0.00 0.14 0.023
C 1.473 0.306 -0.375 0.05 -0.36 -0.06 -0.192
C 1.913 -0.975 -0.044 -0.31 -0.21 -0.42 -0.117
H 2.055 1.579 4.612 -0.02 0.09 0.10 0.212
H 3.057 2.198 3.300 0.04 0.13 -0.02 0.204
H 3.703 0.986 4.407 0.11 0.01 0.08 0.205
H 2.037 -0.674 3.563 -0.07 -0.04 -0.05 0.203
H 1.389 0.538 2.457 -0.05 -0.07 0.02 0.205
H 4.237 -0.562 2.445 0.04 0.04 -0.05 0.220
H 3.633 0.673 1.336 0.08 0.04 -0.01 0.215
H 3.834 -2.870 2.022 0.06 -0.02 0.05 0.231
H 0.189 -2.640 -2.447 -0.05 -0.10 -0.08 0.245
H -0.509 1.369 -4.098 -0.18 -0.12 0.18 0.213
H -2.492 1.051 -5.561 -0.04 0.07 -0.03 0.233
H -2.783 -0.535 -4.824 -0.10 -0.07 0.00 0.215
H -1.317 -0.262 -5.774 0.05 -0.03 -0.06 0.220
H -2.428 -0.317 -1.780 0.08 0.16 -0.11 0.426
H -4.557 0.702 -0.785 0.07 0.14 0.03 0.211
H -3.655 2.219 -0.994 -0.04 -0.15 0.04 0.245
H -3.730 2.434 1.586 -0.07 0.10 -0.01 0.221
H -2.491 1.837 3.663 -0.01 0.04 0.06 0.219
H -0.918 -0.100 3.601 0.07 -0.05 0.07 0.223
H -0.651 -1.334 1.441 0.09 -0.08 0.11 0.198
H 1.818 1.156 0.189 0.02 0.11 0.08 0.231

=====

57
Properties=species:S:1:pos:R:3:forces:R:3:mulliken_charge:R:1 method="wB97M-V/def2-TZVPD" homo_energy_ev="-14.04 / -14.04" spin_multiplicity=8 total_charge=+2 s2=15.7599
C -3.614 -2.415 -4.452 -0.53 0.45 0.88 -0.783
C -3.051 -1.021 -3.798 0.84 7.14 -3.68 0.582
O -2.963 0.043 -4.628 -0.68 -7.62 5.65 -0.400
O -2.679 -0.795 -2.393 0.19 -3.03 -3.20 -0.212
C -1.765 -1.837 -1.884 0.60 -0.24 1.02 0.022
C -0.219 -1.708 -2.437 -0.60 1.30 0.29 0.038
C 0.924 -1.660 -1.256 0.75 -0.32 -0.05 -0.398
C 0.695 -2.723 -0.029 -0.63 -1.39 1.71 0.026
C 0.543 -4.327 -0.470 -0.64 1.32 4.95 -0.252
C 0.299 -5.416 0.740 0.27 3.58 0.00 -0.513
C 0.185 -4.932 2.336 0.73 2.77 -2.82 -0.497
C 0.321 -3.337 2.715 0.33 -1.08 -2.88 0.121
C 0.607 -2.199 1.522 -0.42 -3.55 -0.97 0.338
C 0.783 -0.610 2.001 2.67 3.03 -0.95 0.378
O 1.670 0.241 1.482 -5.58 -5.47 2.76 -0.462
C -0.227 -0.156 3.255 -0.24 -3.00 2.60 0.569
C -0.909 1.361 3.357 -0.72 -0.90 0.12 -0.708
C -1.178 2.062 1.899 -0.49 1.19 -0.41 -0.093
C -0.590 3.625 1.796 -0.84 -0.87 0.48 -0.726
C 1.028 3.718 2.020 0.24 1.08 0.69 -0.764
C 1.839 4.468 0.763 -1.19 1.00 3.67 0.607
F 3.085 5.020 1.416 -3.56 -1.72 -2.93 -0.276
F 0.988 5.606 0.360 2.93 -3.33 0.45 -0.252
C 2.136 3.351 -0.388 1.06 -3.23 2.15 0.799
F 1.043 2.356 -0.600 3.08 3.56 1.13 -0.221
F 3.311 2.540 0.110 -4.40 2.62 -1.21 -0.272
S 2.622 3.995 -2.068 2.87 0.35 -4.88 1.126
F 2.110 2.484 -2.784 0.91 2.85 1.17 -0.342
F 4.206 3.284 -1.888 -3.24 1.75 -0.79 -0.312
F 3.269 5.464 -1.478 -1.96 -3.18 -0.94 -0.283
F 1.081 4.657 -2.414 3.20 -1.30 1.26 -0.280
F 3.116 4.477 -3.645 -1.22 -0.94 3.36 -0.288
C -0.469 -1.192 4.338 0.85 1.57 -3.14 -0.685
C 0.191 -2.727 4.267 1.59 -1.69 3.87 0.185
O 0.607 -3.380 5.363 -2.92 4.06 -7.38 -0.471
H -2.661 -3.011 -4.851 -5.47 3.75 -1.52 0.050
H -4.373 -2.147 -5.313 1.95 -0.47 1.56 0.402
H -4.211 -3.071 -3.667 1.35 1.07 -1.39 0.399
H -1.848 -1.788 -0.695 0.38 -0.18 -2.72 0.273
H -2.114 -2.945 -2.159 -0.23 1.82 0.88 -0.039
H 0.011 -2.595 -3.174 0.31 1.38 1.15 -0.109
H -0.162 -0.713 -3.085 -0.02 -2.14 1.28 0.456
H 1.012 -0.532 -0.922 -0.25 -2.40 -0.36 -0.084
H 1.958 -1.941 -1.763 -2.12 0.70 1.03 0.377
H 0.608 -4.642 -1.618 0.11 0.61 2.67 0.233
H 0.213 -6.556 0.410 0.20 2.72 1.12 0.281
H 0.014 -5.759 3.166 0.42 2.09 -1.90 0.387
H -1.985 1.177 3.841 2.47 0.26 -0.94 0.413
H -0.346 2.061 4.128 -0.85 -1.57 -1.85 0.358
H -2.354 2.174 1.725 2.56 -0.37 0.50 0.370
H -0.776 1.465 0.976 -0.54 0.94 1.96 -0.152
H -1.126 4.256 2.653 1.22 -1.35 -1.96 0.354
H -0.983 4.031 0.771 1.08 -0.59 1.94 0.338
H 1.193 4.451 2.948 -0.12 -1.48 -2.27 0.417
H 1.543 2.702 2.340 -1.07 2.02 -1.13 0.275
H -1.162 -0.968 5.268 1.76 -0.45 -2.04 0.345
Eu -1.446 -3.966 -4.107 3.62 -3.12 2.00 1.353

=====

48
Properties=species:S:1:pos:R:3:forces:R:3:nbo_charge:R:1 method="wB97M-V/def2-TZVPD" homo_energy_ev=-7.68 smiles="O=C(/C=C/c1ccc2c(c1)OCCO2)N1CCN(c2ccc(F)cc2)CC1" relative_energy_kj_mol=109.42
O -0.968 2.928 0.058 -0.23 0.05 -0.12 -0.641
C -0.020 2.168 0.182 -0.09 0.22 0.12 0.657
C 0.337 1.178 -0.851 -0.22 -0.18 -0.44 -0.327
C -0.534 0.906 -1.831 0.17 0.33 0.62 -0.083
C -0.359 -0.013 -2.936 0.03 -0.38 -0.52 -0.113
C 0.813 -0.749 -3.142 -0.11 0.04 -0.01 -0.177
C 0.918 -1.625 -4.200 -0.13 -0.03 -0.13 -0.261
C -0.136 -1.790 -5.093 -0.17 0.06 0.07 0.297
C -1.299 -1.029 -4.925 0.16 -0.11 -0.14 0.199
C -1.403 -0.164 -3.849 0.20 -0.08 0.05 -0.193
O -2.350 -1.111 -5.802 0.01 0.10 0.41 -0.480
C -2.015 -1.744 -7.016 0.31 -0.39 -0.31 -0.097
C -1.216 -3.017 -6.744 -0.56 0.13 -0.18 -0.098
O 0.002 -2.699 -6.105 0.29 0.24 0.23 -0.494
N 0.784 2.221 1.284 -0.04 0.06 0.19 -0.441
C 1.824 1.259 1.595 0.33 -0.27 0.00 -0.224
C 2.176 1.369 3.086 -0.01 -0.07 -0.21 -0.218
N 0.987 1.382 3.896 0.13 0.27 -0.23 -0.430
C 0.459 0.237 4.455 -0.09 -0.31 0.28 0.176
C -0.608 0.343 5.359 0.10 0.02 -0.15 -0.243
C -1.147 -0.771 5.969 0.02 -0.36 -0.03 -0.254
C -0.617 -2.016 5.689 0.07 0.07 -0.05 0.348
F -1.141 -3.114 6.287 0.03 0.06 -0.03 -0.331
C 0.439 -2.160 4.812 -0.28 -0.11 0.26 -0.244
C 0.968 -1.042 4.197 0.03 0.20 -0.06 -0.268
C 0.112 2.513 3.625 -0.05 0.24 0.03 -0.214
C 0.502 3.199 2.310 -0.19 0.22 0.14 -0.243
H 1.311 0.721 -0.809 0.10 -0.14 -0.04 0.200
H -1.484 1.425 -1.794 -0.05 0.09 0.06 0.228
H 1.645 -0.643 -2.466 0.10 0.00 0.08 0.208
H 1.812 -2.208 -4.358 0.11 -0.08 -0.01 0.226
H -2.316 0.399 -3.737 -0.13 0.09 0.02 0.227
H -2.957 -1.967 -7.520 0.11 -0.01 0.00 0.204
H -1.415 -1.067 -7.639 -0.09 -0.06 0.05 0.180
H -0.956 -3.530 -7.670 -0.08 0.04 0.07 0.203
H -1.808 -3.686 -6.104 0.08 0.04 -0.08 0.181
H 2.722 1.442 0.989 -0.02 -0.11 0.05 0.191
H 1.458 0.247 1.392 0.11 0.07 0.01 0.204
H 2.825 0.547 3.382 0.02 0.10 -0.04 0.222
H 2.725 2.298 3.272 0.06 -0.14 -0.04 0.199
H -1.008 1.313 5.606 -0.02 0.11 0.02 0.216
H -1.967 -0.679 6.664 -0.08 -0.01 0.08 0.228
H 0.835 -3.142 4.604 0.02 -0.11 -0.01 0.226
H 1.779 -1.187 3.501 0.07 0.02 -0.08 0.208
H 0.162 3.246 4.441 -0.14 0.02 -0.07 0.189
H -0.918 2.155 3.540 0.05 0.05 0.01 0.208
H -0.329 3.808 1.950 0.18 -0.03 0.13 0.266
H 1.374 3.847 2.449 -0.09 0.00 0.01 0.186

=====

48
Properties=species:S:1:pos:R:3:forces:R:3:nbo_charge:R:1 method="wB97M-V/def2-TZVPD" homo_energy_ev=-8.03 smiles="C=CCNC(=O)[C@@H]1CC(=O)N(c2ccc(OCc3ccc(F)cc3)cc2)C1" relative_energy_kj_mol=11.22
C -6.872 -3.269 0.992 -0.06 -0.12 0.00 -0.385
C -5.862 -2.421 1.014 0.03 0.22 -0.01 -0.187
C -6.013 -0.932 1.089 -0.03 0.03 0.21 -0.271
N -5.279 -0.274 0.026 -0.41 -0.29 -0.08 -0.609
C -4.193 0.490 0.257 0.05 0.27 -0.55 0.685
O -3.806 0.778 1.368 0.19 0.02 0.38 -0.623
C -3.520 0.998 -1.027 0.14 0.07 0.22 -0.316
C -2.970 -0.151 -1.874 0.07 -0.02 -0.09 -0.499
C -1.490 -0.228 -1.511 -0.39 -0.29 -0.17 0.686
O -0.755 -1.149 -1.783 0.15 -0.20 -0.10 -0.608
N -1.164 0.907 -0.845 -0.18 0.11 0.21 -0.454
C 0.124 1.205 -0.362 0.47 -0.01 -0.01 0.190
C 1.247 0.834 -1.091 -0.21 0.07 0.02 -0.198
C 2.520 1.113 -0.627 0.26 0.12 0.09 -0.297
C 2.692 1.781 0.579 -0.31 0.03 0.01 0.294
O 3.894 2.121 1.131 -0.16 -0.02 0.14 -0.492
C 5.073 1.828 0.418 0.36 0.08 -0.10 -0.080
C 5.382 0.354 0.300 -0.06 0.06 0.04 -0.079
C 4.895 -0.545 1.239 0.09 0.09 -0.10 -0.179
C 5.187 -1.893 1.142 0.12 -0.17 -0.10 -0.273
C 5.981 -2.327 0.097 0.00 0.14 -0.01 0.398
F 6.277 -3.639 -0.003 -0.03 0.08 0.00 -0.325
C 6.484 -1.453 -0.850 0.01 -0.25 0.07 -0.275
C 6.176 -0.109 -0.742 -0.14 0.06 0.21 -0.197
C 1.564 2.151 1.313 0.30 -0.01 -0.04 -0.240
C 0.298 1.864 0.853 -0.04 -0.11 -0.13 -0.234
C -2.276 1.822 -0.677 -0.19 0.43 0.05 -0.204
H -6.722 -4.334 0.948 0.08 -0.20 0.00 0.204
H -7.896 -2.932 1.034 -0.20 0.14 -0.01 0.190
H -4.839 -2.772 0.975 0.13 -0.12 0.01 0.204
H -7.070 -0.648 1.037 0.09 -0.03 0.10 0.197
H -5.585 -0.558 2.024 -0.15 0.00 -0.13 0.248
H -5.543 -0.499 -0.921 0.13 0.07 0.03 0.395
H -4.254 1.597 -1.572 0.06 -0.03 0.05 0.232
H -3.046 0.060 -2.943 0.02 -0.04 0.01 0.235
H -3.443 -1.114 -1.685 0.06 0.01 -0.05 0.236
H 1.128 0.308 -2.023 -0.02 -0.04 -0.05 0.237
H 3.367 0.796 -1.214 0.07 -0.02 -0.04 0.226
H 5.865 2.318 0.996 -0.14 -0.02 -0.16 0.208
H 5.046 2.290 -0.580 -0.01 -0.05 0.10 0.182
H 4.277 -0.185 2.048 -0.08 0.02 0.06 0.228
H 4.809 -2.602 1.861 -0.03 -0.10 0.06 0.232
H 7.099 -1.826 -1.653 0.06 -0.07 -0.07 0.230
H 6.556 0.586 -1.477 0.03 0.07 -0.11 0.214
H 1.708 2.660 2.253 0.01 0.07 0.11 0.223
H -0.553 2.140 1.455 -0.11 0.03 0.05 0.222
H -2.151 2.684 -1.342 -0.05 -0.05 0.05 0.192
H -2.347 2.173 0.355 0.00 -0.03 -0.19 0.235

=====

The records above yield max |F| values of 1.00, 9.51, 0.72, 0.62 eV/Å, respectively.
The records above yield E values of -45811.44847, -84886.64609, -33957.29929, -33958.31707 eV, respectively.